A single C6H5N molecule, computed with ωB97M-V/def2-TZVPD.

Geometry as XYZ:
```
12
Properties=species:S:1:pos:R:3:forces:R:3
N -0.2197 0.4849 -1.4649 -0.040 0.079 0.150
C 0.8453 -1.6547 -0.4988 0.504 -0.360 0.087
C -0.5013 1.5308 2.2151 -0.418 -0.319 -0.359
C -0.7437 1.4275 0.8386 -0.088 0.023 0.061
C 1.7667 -2.3949 -0.2820 -0.274 0.299 -0.066
C -0.2933 -0.8090 -0.7271 0.029 -0.332 0.143
C -0.3898 0.5119 -0.1127 -0.097 -0.068 -0.161
H -1.3205 2.1490 0.2560 0.262 0.796 0.104
H 2.5902 -3.0370 -0.0672 -0.079 0.054 -0.047
H -1.1986 2.3060 2.5989 0.220 -0.156 -0.101
H -1.2288 -1.3148 -0.9624 0.207 -0.044 0.180
H 0.6936 0.8003 -1.7936 -0.227 0.027 0.008
```
Forces are in eV/Å.

The spin multiplicity is 1. As for the energy above the lowest of the compared OMol25 structures with the same formula, charge and spin: 661.1 kJ/mol. The charge is 0. The HOMO-LUMO gap (spin up / spin down) is 7.12 / 7.05 eV.

A molecular structure, C28H43CeN4O3S2Sb, computed with ωB97M-V/def2-TZVPD.

Geometry as XYZ:
```
82
Properties=species:S:1:pos:R:3:forces:R:3
Ce 8.4618 9.8264 11.9874 -0.010 1.314 0.504
Sb 9.8467 9.7132 17.4454 1.760 0.341 0.273
S 9.3027 12.3005 12.2488 0.547 2.157 0.392
S 6.2782 11.0168 10.4754 -0.435 -0.076 0.580
O 6.4785 9.6959 13.2352 -0.255 -1.212 0.483
O 7.2617 7.7366 12.6051 0.882 -1.233 -0.537
O 9.7335 9.7997 14.1704 -1.331 -0.569 -1.765
N 9.9092 8.2711 10.4041 1.235 -1.503 -1.093
N 7.2599 14.5328 13.2450 -1.640 0.541 -0.301
N 5.7189 14.2300 10.5680 0.569 0.459 0.543
N 11.7295 6.8140 9.0705 -0.959 1.027 0.763
C 7.8010 10.3868 17.1088 0.472 -0.306 -0.288
C 9.4256 6.8392 10.1628 0.161 0.752 0.820
C 11.2489 15.6731 13.5914 -0.331 0.374 0.136
C 6.1423 15.4704 11.1394 -0.165 0.979 1.102
C 6.8671 14.5372 8.4380 -0.315 -0.343 0.095
C 11.1416 7.8818 8.2112 0.156 -0.004 0.389
C 10.1863 8.8128 9.0205 -0.420 0.426 0.813
C 6.5219 12.2941 9.2868 -0.357 0.214 0.152
C 6.3374 13.7091 9.4463 0.717 -1.080 -0.648
C 10.1110 9.2704 15.2256 1.140 1.533 -1.857
C 9.7789 8.4731 19.2153 -2.163 0.964 2.818
C 4.4133 13.8156 10.9894 0.102 -1.096 -0.034
C 9.6293 13.9837 12.9343 -0.590 0.300 -0.481
C 6.9009 13.6131 14.3787 1.162 1.002 -0.856
C 8.5750 14.9721 13.1460 2.087 -1.995 0.437
C 10.2463 16.6312 13.7346 1.528 1.122 0.152
C 6.2379 15.4674 12.7247 1.191 -0.016 -0.550
C 7.4565 12.6535 7.0830 0.325 -0.503 -0.843
C 10.6086 6.0174 9.6235 0.028 -1.795 -1.867
C 11.2680 8.2027 11.1039 -1.156 1.159 -0.567
C 6.3856 8.4201 13.1436 -0.908 2.189 0.338
C 10.9572 14.4072 13.1561 -0.673 -1.125 -0.568
C 12.3218 7.4855 10.2542 0.603 0.847 -0.666
C 8.9594 16.2847 13.4457 -2.040 0.169 0.469
C 10.7300 11.7542 17.6375 -0.314 -0.403 0.400
C 7.4870 14.0219 7.3063 0.211 -0.496 -0.195
C 10.3138 7.8025 15.2547 -0.909 -1.314 -0.558
C 6.9084 11.8198 8.0464 0.076 -0.582 -0.915
H 7.9978 14.6114 6.5522 -0.281 0.428 0.229
H 10.6672 12.1162 18.6751 -0.054 0.040 -0.415
H 8.5510 6.8409 9.4590 0.811 0.210 0.712
H 7.1360 15.8324 10.8153 -0.409 -0.653 -0.222
H 11.1661 7.6863 12.0351 -0.385 -0.138 0.741
H 4.3104 14.0706 12.0454 -0.624 0.411 -0.395
H 3.5854 14.0789 10.3051 0.141 0.680 0.430
H 6.7261 10.7422 7.8617 0.618 0.732 0.099
H 4.3680 12.7412 11.0264 0.153 -0.710 -0.131
H 9.1779 8.8911 8.5974 0.374 0.189 -0.392
H 6.7191 15.5965 8.5157 0.131 0.436 0.178
H 10.2462 9.0557 20.0097 0.294 -0.190 0.449
H 10.5225 17.6681 14.0694 -0.454 -1.141 -0.381
H 11.9586 8.4593 7.7939 0.242 0.191 0.091
H 6.9618 12.6029 14.0254 0.247 -0.710 0.002
H 5.4216 16.2853 10.8704 0.329 -0.170 0.229
H 7.7055 10.6216 16.0390 0.140 0.222 0.351
H 5.4529 7.9822 13.5096 -0.056 -0.330 0.154
H 7.5888 13.7760 15.2384 -0.456 -0.144 -0.491
H 8.1129 16.9883 13.6186 1.073 -0.344 -0.105
H 7.6167 11.2436 17.7394 -0.213 0.353 0.008
H 9.1072 6.4561 11.1489 -0.107 0.071 -0.523
H 10.2477 5.3477 8.7711 0.326 0.784 1.038
H 9.7265 7.3879 16.0929 0.473 -0.133 -0.440
H 11.7705 11.7464 17.3101 -0.028 -0.358 0.176
H 6.5321 16.5323 12.9434 -0.783 -0.843 0.135
H 10.2167 12.3996 16.9334 -0.362 0.252 0.122
H 7.8856 12.2283 6.1402 -0.504 0.416 0.908
H 12.8548 6.7682 10.8658 -0.015 -0.377 0.021
H 8.7197 8.3446 19.5138 0.257 -0.422 0.237
H 11.0597 5.3177 10.3494 -0.378 0.435 -0.014
H 11.4948 9.2784 11.3028 0.252 -0.816 0.015
H 11.7916 13.7336 12.9389 -0.452 -0.005 0.229
H 12.2719 15.8577 13.8270 0.562 0.526 0.088
H 13.0834 8.2266 9.9481 -0.309 -0.404 -0.250
H 11.3745 7.5841 15.4594 -0.233 -0.037 -0.083
H 10.6512 7.4524 7.3367 -0.207 -0.309 0.252
H 7.0754 9.6119 17.3196 -0.075 -0.243 0.250
H 5.3067 15.1929 13.2086 -0.159 0.380 -0.048
H 5.8784 13.7647 14.6779 -0.413 0.380 0.157
H 10.2751 7.5341 19.0648 0.253 -0.176 -0.453
H 9.9069 7.3683 14.3191 0.569 -0.078 0.200
H 10.6042 9.8367 9.1556 -0.267 -0.621 -0.225
```
Forces are in eV/Å.

The spin multiplicity is 2. As for the energy above the lowest of the compared OMol25 structures with the same formula, charge and spin: 417.5 kJ/mol. The charge is -1. The HOMO-LUMO gap (spin up / spin down) is 3.20 / 3.21 eV.

A single C25H27N3O3S molecule, computed with ωB97M-V/def2-TZVPD.

Geometry as XYZ:
```
59
Properties=species:S:1:pos:R:3:forces:R:3
S -2.0135 1.9665 2.3413 0.186 -0.078 -0.222
O 3.1769 -1.1958 2.4956 0.004 0.034 0.128
O -1.3930 3.2192 2.6620 0.190 0.025 -0.126
O -3.3783 1.7650 2.7463 0.126 -0.252 -0.036
N 1.8124 -1.6796 0.7520 0.475 0.004 -0.147
N -1.8235 1.7062 0.7032 0.011 0.160 1.115
N -0.2673 -2.5170 1.2921 0.317 -0.292 -0.134
C 0.5687 -2.1334 0.3331 -0.674 -0.344 -0.259
C 3.1325 0.4593 -3.2723 0.032 0.049 -0.097
C -1.4590 -2.9751 0.9628 -0.236 -0.075 -0.167
C 0.2357 -2.2301 -1.0217 0.057 0.014 0.106
C 0.8530 -0.8345 2.8170 -0.074 0.681 0.602
C 3.1243 -0.6528 -2.4479 0.057 -0.005 0.119
C -0.7752 0.7115 -3.2044 0.066 0.002 0.356
C 2.9422 -1.7148 -0.1656 0.252 0.057 0.049
C 0.0645 0.1890 2.2982 0.402 -0.197 0.117
C 2.9568 -0.5119 -1.0766 0.021 -0.043 -0.131
C -2.4804 0.5468 -1.3436 0.378 0.049 0.214
C -0.8952 2.4757 -1.4065 -0.083 -0.226 0.270
C -1.0674 0.9844 -1.7331 -0.165 0.049 -0.296
C 2.9724 1.7243 -2.7335 0.029 0.043 -0.087
C -1.8856 -3.1133 -0.3475 0.007 0.046 -0.090
C -1.7102 2.8582 -0.1623 0.168 0.676 -0.115
C -0.5086 -0.8675 4.7993 0.024 0.047 -0.050
C 2.0534 -1.2736 2.0494 -0.108 -0.055 0.175
C 0.5822 -1.3340 4.0857 0.152 0.129 -0.181
C -1.3229 0.1179 4.2624 -0.205 0.041 0.041
C -2.6534 0.6427 0.1757 -0.490 -0.559 -0.067
C 2.8143 1.8734 -1.3654 0.017 0.052 0.040
C -1.0076 -2.7354 -1.3532 -0.037 -0.073 0.187
C -1.0171 0.6413 3.0206 -0.317 0.321 -0.338
C 2.8060 0.7622 -0.5422 -0.007 -0.056 -0.007
H -2.6633 -0.4804 -1.6606 -0.080 0.010 -0.016
H -2.7063 3.2223 -0.4507 0.065 0.005 0.040
H 3.2641 0.3366 -4.3373 0.002 -0.004 -0.091
H 3.8402 -1.7091 0.4625 -0.183 -0.108 -0.157
H -2.0878 -3.2555 1.7972 -0.148 -0.075 0.017
H -0.3601 0.4084 -1.1271 0.021 0.025 0.010
H -3.7057 0.8101 0.4430 0.095 -0.091 -0.056
H 0.9166 -1.9080 -1.7909 0.068 0.046 -0.070
H -1.4857 1.2366 -3.8392 -0.103 0.067 -0.109
H 2.7083 2.8590 -0.9365 -0.015 0.087 0.039
H -2.8637 -3.5057 -0.5736 -0.102 -0.047 -0.002
H 2.6971 0.8832 0.5257 -0.014 0.044 0.129
H 0.1627 2.6849 -1.2483 0.024 0.064 -0.021
H 0.2737 0.6303 1.3360 0.062 -0.058 -0.180
H 0.2287 1.0458 -3.4558 0.103 0.022 -0.099
H 2.9776 2.5918 -3.3765 -0.001 0.074 -0.055
H -1.2189 3.6391 0.4176 -0.091 0.084 -0.202
H -3.2038 1.1885 -1.8492 -0.076 0.011 -0.069
H -2.3280 -0.2840 0.6601 -0.100 -0.088 -0.123
H -0.8467 -0.3522 -3.4177 0.007 -0.168 -0.100
H -0.7252 -1.2715 5.7765 -0.031 -0.029 0.074
H -1.2340 3.0795 -2.2498 0.002 0.049 -0.059
H 2.9227 -2.6440 -0.7410 -0.010 0.069 0.050
H -2.1891 0.4910 4.7853 -0.102 -0.026 0.137
H -1.2897 -2.8329 -2.3918 -0.011 0.015 -0.078
H 3.2583 -1.6377 -2.8744 -0.019 -0.119 -0.029
H 1.2206 -2.1013 4.4957 0.058 -0.086 0.049
```
Forces are in eV/Å.

The spin multiplicity is 1. As for the energy above the lowest of the compared OMol25 structures with the same formula, charge and spin: 55.2 kJ/mol. The charge is 0. The HOMO-LUMO gap is 9.56 eV.

2 unconnected molecules or ions with the total composition C4H12S, computed with ωB97M-V/def2-TZVPD.

Geometry as XYZ:
```
17
Properties=species:S:1:pos:R:3:forces:R:3
S -2.6080 -1.0864 -0.7163 1.797 -0.680 -1.212
C -1.9968 0.4898 -0.1241 -0.255 -0.901 2.476
C 1.3656 1.4096 1.2115 -0.056 1.774 -1.516
C -1.0388 -1.9574 -1.3807 -3.901 -3.093 3.803
C 2.1889 0.3596 0.4095 1.041 -1.165 2.138
H 2.0409 0.3147 -0.6546 0.234 0.471 -0.406
H -1.5258 -2.9303 -1.7910 0.828 1.151 1.242
H 1.7762 -0.5690 0.7870 -0.257 -0.564 -0.303
H 0.6579 0.9480 1.8748 0.340 -0.277 0.960
H -0.4612 -2.1642 -0.4242 -0.182 0.208 -1.804
H -2.8818 0.7308 0.5557 1.629 0.477 -0.669
H 0.6345 1.9900 0.5927 0.735 -0.557 -0.285
H 3.3011 0.1386 0.7243 -1.922 1.319 -0.796
H -0.9869 0.5204 0.3699 -1.256 -0.879 0.387
H -1.7902 1.2003 -0.8457 -0.587 1.525 -1.940
H -0.5992 -1.6584 -2.2356 1.849 2.140 -2.322
H 1.9237 2.2638 1.6469 -0.036 -0.948 0.246
```
Forces are in eV/Å.

The spin multiplicity is 1. As for the energy above the lowest of the compared OMol25 structures with the same formula, charge and spin: 160.8 kJ/mol. The charge is 0. The HOMO-LUMO gap is 9.53 eV.

3 unconnected molecules or ions with the total composition C2H7NO4, computed with ωB97M-V/def2-TZVPD.

Geometry as XYZ:
```
14
Properties=species:S:1:pos:R:3:forces:R:3
O 1.0071 -0.7009 -2.9334 0.192 0.182 -0.158
O -0.6670 1.5813 -3.0339 0.032 -0.063 -0.035
O 1.7966 -0.0681 3.3861 0.312 -0.364 -0.473
O -0.8706 -0.0089 1.6143 0.144 0.340 0.241
N -0.7773 -0.1640 -1.5311 1.294 -0.042 -0.721
C 0.4397 -0.7737 -1.8887 -0.668 -0.301 0.355
C -1.2555 0.9783 -2.1854 -0.432 -0.202 0.389
H -2.2627 1.2739 -1.8478 0.036 -0.056 0.166
H 1.4903 -0.8987 2.9989 -0.073 0.035 0.183
H -0.6651 0.9359 1.6456 -0.057 -0.086 -0.288
H 0.7668 -1.4221 -1.0576 0.200 -0.049 -0.009
H 2.6600 0.0205 2.9526 -0.208 0.274 0.278
H -0.5926 -0.2678 2.5007 -0.119 -0.228 -0.042
H -1.0697 -0.4857 -0.6204 -0.654 0.559 0.114
```
Forces are in eV/Å.

The spin multiplicity is 1. As for the energy above the lowest of the compared OMol25 structures with the same formula, charge and spin: 86.7 kJ/mol. The charge is 0. The HOMO-LUMO gap is 9.97 eV.